Entry from OMol25: 8 unconnected molecules or ions with the total composition C48H120N8O16 in a non-equilibrium geometry (wB97M-V/def2-TZVPD).

## Properties
F_max ... 3.18 eV/Å
SMILES ... COCCNCCOC.COCCNCCOC.COCCNCCOC.COCCNCCOC.COCCNCCOC.COCCNCCOC.COCCNCCOC.COCCNCCOC
Total charge ... 0
HOMO-LUMO gap ... 0.3329 hartree

Last column: Mulliken charge in e.
CARTESIAN COORDINATES (ANGSTROEM)
C: 0.54890 -6.69539 0.18306  -0.309
O: 1.62024 -6.26338 0.97749  -0.401
C: 1.29758 -5.42542 2.05495  0.845
C: 2.48349 -4.86932 2.84327  -0.896
N: 2.24598 -4.13833 4.11004  -0.253
C: 1.20315 -3.12456 4.02343  0.549
C: 1.48370 -1.98702 5.00386  -0.237
O: 0.86272 -2.11519 6.31665  -0.492
C: 0.66278 -0.81997 6.85303  -0.612
H: -0.19130 -5.91470 0.00779  -0.174
H: 0.01232 -7.50908 0.67101  0.418
H: 0.78199 -7.04809 -0.82162  0.286
H: 0.60866 -5.95000 2.71700  0.498
H: 0.69855 -4.62570 1.61940  -0.645
H: 3.03012 -4.17485 2.20530  -0.005
H: 3.22233 -5.66951 2.88707  0.512
H: 1.97395 -4.77326 4.84690  0.335
H: 0.23078 -3.57449 4.22385  0.451
H: 1.21354 -2.61381 3.06056  -0.658
H: 1.09405 -1.05909 4.58526  -0.151
H: 2.56663 -1.93192 5.11493  0.354
H: -0.13041 -0.35026 6.27138  0.184
H: 1.59591 -0.25679 6.86706  0.273
H: 0.22336 -0.83318 7.85044  0.362
C: 2.03415 6.36090 -7.44282  -0.765
O: 1.32024 5.47701 -6.64354  -0.296
C: 0.24978 6.14158 -5.88038  -0.754
C: -0.35855 5.19950 -4.91552  -0.117
N: 0.53815 4.70438 -3.93205  -0.269
C: 0.14989 3.65148 -2.88592  -0.062
C: 1.13753 2.47031 -2.84318  -0.096
O: 1.16985 1.79879 -4.07230  -0.209
C: 2.45283 1.45822 -4.57992  -0.838
H: 2.43295 5.75608 -8.25723  0.219
H: 2.90438 6.77776 -6.93584  0.291
H: 1.40306 7.15872 -7.83434  0.323
H: -0.50096 6.39917 -6.62747  0.437
H: 0.53638 7.02493 -5.30972  0.328
H: -0.94744 4.44731 -5.44043  0.254
H: -1.01548 5.84384 -4.33125  0.083
H: 1.34647 4.36594 -4.43423  0.285
H: -0.85376 3.37648 -3.21019  -0.240
H: 0.01441 4.04068 -1.87682  0.263
H: 0.78684 1.73094 -2.12314  -0.227
H: 2.08089 2.85281 -2.45350  0.680
H: 2.35155 1.06135 -5.59004  0.277
H: 2.94989 0.71061 -3.96176  0.255
H: 3.00848 2.36129 -4.83254  0.334
C: 0.38654 -4.01344 -3.05464  -0.427
O: 0.66103 -4.11232 -1.63985  -0.521
C: 0.13318 -3.11182 -0.86004  1.860
C: 1.44547 -2.31727 -0.37623  -1.194
N: 1.12642 -1.37015 0.68888  1.038
C: 0.11287 -0.38741 0.30474  0.657
C: -0.38914 0.47123 1.46042  -1.094
O: -1.57440 -0.04555 1.94878  0.002
C: -1.52904 -1.16549 2.88048  0.128
H: 0.22449 -2.96399 -3.30064  0.062
H: -0.50217 -4.61672 -3.24000  0.065
H: 1.15856 -4.29874 -3.76926  0.507
H: -0.36147 -3.53046 0.01641  -0.667
H: -0.61467 -2.54043 -1.40990  -0.206
H: 2.06996 -1.91213 -1.17245  0.274
H: 2.01682 -3.14731 0.03932  0.317
H: 1.90616 -0.78422 0.95114  -0.589
H: -0.69982 -0.64977 -0.37261  -0.104
H: 0.60176 0.44983 -0.19337  -0.210
H: -0.79813 1.37435 1.00743  0.238
H: 0.35572 0.71302 2.21858  -0.163
H: -0.94246 -0.79973 3.72325  -0.156
H: -1.07953 -2.04106 2.41206  -0.253
H: -2.55200 -1.41857 3.15904  0.330
C: -0.29270 2.38273 5.02388  -0.640
O: 0.61659 3.41555 4.55290  -0.165
C: 0.14642 4.77434 4.71029  -0.925
C: 1.22632 5.83328 4.37431  -0.578
N: 2.35439 5.62618 5.21644  -0.401
C: 3.62499 6.27724 4.87602  -0.708
C: 4.83176 5.48907 5.46236  -0.657
O: 4.71110 4.10501 5.15341  -0.200
C: 5.47149 3.30738 6.01921  -0.922
H: -1.24452 2.39411 4.49282  0.311
H: -0.46109 2.59507 6.07965  0.448
H: 0.32121 1.49049 4.90094  -0.020
H: -0.19934 4.86631 5.73990  0.405
H: -0.81740 5.00812 4.25807  0.533
H: 0.90701 6.87474 4.41307  0.424
H: 1.48855 5.64934 3.33244  0.279
H: 2.58913 4.64398 5.19978  0.273
H: 3.57205 7.33588 5.13014  0.378
H: 3.76412 6.22992 3.79597  0.319
H: 4.99607 5.70657 6.51772  0.451
H: 5.71266 5.81431 4.90888  0.387
H: 5.51934 3.51848 7.08750  0.346
H: 6.48308 3.40563 5.62535  0.352
H: 5.33430 2.22622 6.00004  0.288
C: -6.12233 -4.43757 1.88100  -0.632
O: -6.26451 -3.88540 0.59213  -0.471
C: -5.48397 -2.74399 0.32521  -0.553
C: -4.03762 -3.17665 -0.02189  0.235
N: -4.06636 -4.22953 -1.00678  -0.145
C: -2.74912 -4.70093 -1.24588  1.402
C: -2.79108 -6.10468 -1.84753  -1.443
O: -3.22129 -7.07378 -0.84997  -0.380
C: -3.35333 -8.38882 -1.36173  -0.875
H: -6.91742 -5.18228 1.91764  0.257
H: -6.30175 -3.72192 2.68334  0.293
H: -5.14975 -4.91266 2.00941  0.262
H: -5.51578 -2.14822 1.23743  0.389
H: -6.02574 -2.21272 -0.45731  0.247
H: -3.55992 -3.50073 0.90271  0.230
H: -3.58201 -2.31658 -0.51260  -0.385
H: -4.77354 -4.93130 -0.84086  0.472
H: -2.14489 -4.70330 -0.33869  -0.189
H: -2.26468 -4.11754 -2.02887  -1.139
H: -1.88242 -6.33369 -2.40431  0.622
H: -3.50233 -6.09091 -2.67339  0.733
H: -4.26874 -8.59856 -1.91503  0.333
H: -3.61753 -9.07155 -0.55415  0.289
H: -2.48649 -8.64061 -1.97270  0.314
C: -4.75295 1.79290 1.72923  -0.346
O: -4.43673 2.74807 0.74048  -0.391
C: -4.02377 2.18706 -0.54153  -0.281
C: -3.17246 3.26601 -1.27765  -0.046
N: -3.89094 4.53989 -1.40447  -0.476
C: -2.94534 5.56716 -1.85097  -0.090
C: -3.76773 6.86221 -2.02023  -0.718
O: -2.96916 7.91113 -2.49764  -0.259
C: -3.66600 9.06690 -2.79525  -0.806
H: -5.48007 1.07440 1.35089  0.306
H: -5.05841 2.23027 2.67975  0.306
H: -3.85219 1.22187 1.95430  -0.121
H: -4.85238 1.88708 -1.18302  0.449
H: -3.45330 1.26169 -0.46182  0.184
H: -3.10636 2.84119 -2.27928  -0.046
H: -2.15719 3.40678 -0.90683  -0.009
H: -4.27560 4.84622 -0.52225  0.335
H: -2.64547 5.20991 -2.83613  -0.012
H: -2.15496 5.62650 -1.10272  0.366
H: -4.27961 7.17809 -1.11122  0.409
H: -4.50803 6.60977 -2.77940  0.396
H: -2.93479 9.72213 -3.26864  0.240
H: -4.22083 9.58865 -2.01549  0.298
H: -4.41496 8.82354 -3.54887  0.355
C: -1.49293 -0.07838 -3.39676  -1.034
O: -2.56244 -0.89432 -2.96007  0.215
C: -3.91276 -0.60619 -3.26368  0.282
C: -4.23350 -1.00722 -4.74199  -1.320
N: -4.40167 -2.44584 -5.14858  -0.376
C: -3.19807 -3.21887 -4.97283  0.479
C: -2.16207 -2.83597 -6.09226  -0.641
O: -0.99438 -3.64636 -5.98916  -0.242
C: -0.20208 -3.41109 -7.15440  -0.846
H: -1.50472 0.32851 -4.40789  0.518
H: -0.56481 -0.56800 -3.10185  0.280
H: -1.67159 0.82952 -2.82066  -0.166
H: -4.05805 0.46630 -3.13426  0.021
H: -4.70423 -0.95631 -2.60102  0.094
H: -3.59252 -0.52125 -5.47757  0.312
H: -5.21852 -0.56452 -4.88980  0.502
H: -5.12705 -2.93196 -4.64102  0.338
H: -3.58264 -4.23219 -5.08857  0.486
H: -2.81562 -3.04222 -3.96753  -0.437
H: -1.84747 -1.80903 -5.90648  0.024
H: -2.62183 -2.66571 -7.06578  0.497
H: 0.00208 -2.34063 -7.17774  0.346
H: -0.69093 -3.75175 -8.06713  0.295
H: 0.74420 -3.94451 -7.06435  0.251
C: 9.05982 -3.55462 3.67899  -0.775
O: 7.82254 -3.43022 2.95729  -0.312
C: 6.67400 -3.20674 3.68376  -1.107
C: 5.56033 -2.77350 2.80951  0.370
N: 5.69059 -1.34316 2.42576  -0.243
C: 4.52197 -0.80764 1.76356  0.558
C: 4.33569 0.72220 1.83558  -0.963
O: 3.10154 1.24161 1.44588  0.000
C: 3.07399 2.61791 1.47642  -0.675
H: 9.79858 -3.89407 2.95297  0.244
H: 8.94644 -4.34498 4.42100  0.314
H: 9.36422 -2.63690 4.18222  0.301
H: 6.85814 -2.52639 4.51521  0.408
H: 6.44399 -4.13930 4.19905  0.412
H: 4.65108 -2.94162 3.38666  -0.059
H: 5.54354 -3.45063 1.95552  0.175
H: 6.61977 -1.09749 2.11533  0.285
H: 3.60955 -1.28223 2.12460  -0.511
H: 4.61098 -0.97940 0.69087  0.192
H: 5.11212 1.13543 1.19176  0.328
H: 4.61759 1.11020 2.81440  0.378
H: 3.62011 3.21730 0.74800  0.308
H: 3.53704 2.96597 2.39974  0.216
H: 2.00048 2.80309 1.43913  0.113

Atoms 1-3, force components in eV/Å:
-1.2 0.0 0.4
1.7 -0.3 -0.5
-1.6 0.3 -0.1